[1]
ORCA calculation (wB97M-V/def2-TZVPD) on C10H28CdN2O5 as an isolated structure in a non-equilibrium geometry.

**Kohn-Sham gap**: 6.41 eV
**Relative energy (zero: lowest compared OMol25 entry of this formula, charge and spin)**: 108.6 kJ/mol
**LUMO energy**: 0.08 eV

Geometry as ORCA input:
```
! wB97M-V def2-TZVPD RIJCOSX def2/J DEFGRID3
* xyz 0 1
Cd -0.43 -1.32 -0.17
O -2.08 -1.06 -1.57
C -2.12 -2.35 -2.25
C -1.38 -3.49 -1.51
O -0.17 -3.27 -0.66
H -1.74 -2.27 -3.27
H -3.14 -2.62 -2.52
H -0.91 -4.13 -2.25
H -1.96 -4.21 -0.92
C 3.07 0.11 -2.35
C 2.25 -0.63 -1.41
C 2.47 -0.59 0.07
O 1.43 -1.39 0.75
C 1.82 -1.93 2.08
N 0.90 -0.24 -1.63
H 2.96 1.19 -2.43
H 2.78 -0.27 -3.32
H 4.13 -0.15 -2.25
H 2.39 -1.68 -1.68
H 2.66 0.45 0.31
H 3.46 -1.03 0.22
H 1.64 -2.99 2.20
H 1.24 -1.44 2.86
H 2.88 -1.81 2.32
H 1.03 0.74 -1.43
H 0.59 -0.18 -2.59
C -3.03 1.33 0.61
C -1.60 1.69 0.44
C -1.15 2.97 1.24
O 0.19 3.13 1.23
C 0.63 4.50 1.25
N -0.73 0.61 0.79
H -3.79 1.81 -0.01
H -3.36 1.39 1.65
H -3.27 0.27 0.50
H -1.47 1.88 -0.62
H -1.40 2.84 2.29
H -1.69 3.82 0.80
H 1.71 4.35 1.34
H 0.32 4.85 2.24
H 0.42 5.18 0.43
H -0.03 1.31 0.99
H -0.90 0.27 1.72
O -1.38 -1.76 1.83
H -1.33 -1.34 2.69
H -1.91 -2.55 1.98
*
```

[2]
ORCA calculation (wB97M-V/def2-TZVPD) on a 5-piece molecular cluster, C30H73N3 overall in a non-equilibrium geometry.

**Kohn-Sham gap**: 8.81 eV
**SMILES**: CCN(CC)CC.CCN(CC)CC.CCN(CC)CC.CCCCCC.CCCCCC
**Relative energy (zero: lowest compared OMol25 entry of this formula, charge and spin)**: 255.3 kJ/mol
**LUMO energy**: 0.83 eV

Geometry as ORCA input:
```
! wB97M-V def2-TZVPD RIJCOSX def2/J DEFGRID3
* xyz 0 1
C -1.59 2.14 4.54
C -1.49 0.59 4.31
N -0.09 0.21 4.59
C 0.28 -1.14 5.19
C -0.09 -2.29 4.16
C 0.90 0.65 3.53
C 2.15 1.13 4.16
H -1.38 2.42 5.61
H -2.61 2.53 4.63
H -0.85 2.61 3.97
H -1.95 0.27 3.30
H -2.17 0.14 5.07
H -0.52 -1.17 6.01
H 1.16 -1.02 5.53
H -1.09 -2.54 3.82
H 0.33 -3.21 4.66
H 0.53 -2.09 3.34
H 0.55 1.39 2.92
H 1.23 -0.10 2.84
H 2.69 1.74 3.54
H 2.69 0.23 4.66
H 1.65 1.92 5.06
C -1.29 3.57 0.52
C -0.67 4.64 -0.38
N 0.13 4.16 -1.52
C -0.47 3.13 -2.47
C -1.81 3.46 -2.98
C 0.69 5.22 -2.28
C 1.98 5.66 -1.76
H -0.66 2.94 1.10
H -1.89 2.81 0.01
H -2.06 3.94 1.29
H -0.05 5.43 0.13
H -1.43 5.35 -0.76
H -0.58 2.13 -2.05
H 0.01 2.89 -3.34
H -2.41 2.71 -3.53
H -1.63 4.35 -3.55
H -2.34 3.88 -2.27
H -0.19 6.04 -2.26
H 0.85 4.80 -3.32
H 1.89 5.98 -0.57
H 2.46 6.44 -2.38
H 2.56 4.67 -1.72
C 3.41 -2.31 0.79
C 3.57 -0.82 0.55
N 2.49 -0.34 -0.30
C 2.29 1.16 -0.17
C 3.55 1.95 -0.53
C 2.49 -0.72 -1.76
C 1.19 -0.53 -2.59
H 4.35 -2.78 1.38
H 3.38 -2.88 -0.16
H 2.39 -2.63 1.29
H 4.42 -0.84 -0.10
H 3.71 -0.32 1.51
H 2.01 1.24 0.88
H 1.49 1.58 -0.68
H 4.03 1.71 -1.48
H 4.32 1.64 0.30
H 3.42 2.93 -0.68
H 2.68 -1.79 -1.83
H 3.33 -0.25 -2.43
H 0.57 -1.35 -2.39
H 1.50 -0.74 -3.64
H 0.68 0.45 -2.41
C -0.72 -4.83 1.00
C -0.30 -5.38 -0.33
C 0.68 -4.66 -1.26
C 0.83 -5.26 -2.67
C 2.10 -4.81 -3.40
C 2.27 -5.43 -4.72
H -1.31 -5.65 1.59
H -1.21 -3.88 0.95
H 0.01 -4.77 1.86
H -1.19 -5.17 -1.04
H 0.15 -6.41 -0.28
H 1.63 -4.74 -0.71
H 0.20 -3.63 -1.28
H -0.04 -5.02 -3.25
H 0.92 -6.33 -2.60
H 2.80 -5.21 -2.92
H 2.17 -3.79 -3.35
H 2.49 -6.52 -4.73
H 3.01 -5.25 -5.30
H 1.42 -5.13 -5.43
C -5.66 1.86 -2.20
C -4.96 1.56 -0.81
C -3.88 0.46 -0.76
C -3.46 0.09 0.64
C -2.36 -0.92 0.60
C -1.01 -0.47 0.26
H -6.44 1.29 -2.60
H -4.86 1.83 -2.85
H -5.81 2.97 -2.14
H -5.68 1.43 0.03
H -4.59 2.45 -0.72
H -3.09 0.94 -1.38
H -4.50 -0.31 -1.24
H -4.47 -0.60 1.04
H -3.02 0.61 1.40
H -2.56 -1.87 -0.02
H -2.20 -1.50 1.52
H -0.97 0.12 -0.69
H -0.30 -1.23 0.22
H -0.76 0.23 0.72
*
```

[3]
ORCA calculation (wB97M-V/def2-TZVPD) on a 19-piece molecular cluster, C54H154N8O19 overall in a non-equilibrium geometry.

**Kohn-Sham gap**: 9.11 eV
**LUMO energy**: 0.31 eV

Geometry as ORCA input:
```
! wB97M-V def2-TZVPD RIJCOSX def2/J DEFGRID3
* xyz 0 1
C 3.84 -2.24 -1.09
C 5.19 -2.01 -0.47
C 6.09 -3.21 -0.86
O 5.57 -4.38 -0.20
C 6.36 -5.52 -0.42
N 5.63 -0.76 -1.06
H 3.22 -2.96 -0.57
H 3.89 -2.63 -2.11
H 3.29 -1.30 -1.13
H 5.04 -1.95 0.61
H 7.09 -3.05 -0.47
H 6.22 -3.40 -1.93
H 7.29 -5.40 0.14
H 6.61 -5.56 -1.49
H 5.73 -6.33 -0.05
H 5.00 -0.06 -0.68
H 6.56 -0.42 -0.84
C -3.73 3.95 9.58
C -3.74 2.50 9.01
C -2.48 2.24 8.18
O -2.45 0.87 7.71
C -1.32 0.53 6.91
N -3.77 1.73 10.26
H -4.57 4.13 10.25
H -3.75 4.67 8.77
H -2.84 4.20 10.16
H -4.68 2.33 8.48
H -1.59 2.46 8.77
H -2.51 2.92 7.32
H -0.35 0.93 7.21
H -1.48 0.98 5.93
H -1.26 -0.55 6.79
H -4.73 1.81 10.57
H -3.67 0.76 9.99
C -0.97 -2.78 -8.38
C -1.76 -3.31 -7.13
C -2.83 -4.32 -7.43
O -3.82 -3.74 -8.29
C -4.24 -4.50 -9.43
N -0.82 -3.92 -6.19
H -0.28 -1.99 -8.10
H -1.62 -2.37 -9.16
H -0.47 -3.64 -8.82
H -2.21 -2.41 -6.71
H -3.43 -4.67 -6.59
H -2.34 -5.21 -7.81
H -5.15 -4.11 -9.88
H -4.37 -5.54 -9.15
H -3.41 -4.36 -10.12
H -1.23 -4.15 -5.29
H -0.25 -3.14 -5.89
C 1.23 3.79 5.06
C 2.43 4.78 4.95
C 2.01 6.25 5.24
O 1.39 7.00 4.19
C -0.06 7.02 4.27
N 3.44 4.25 5.83
H 0.76 3.76 6.04
H 1.72 2.85 4.81
H 0.53 4.09 4.28
H 2.95 4.76 3.99
H 2.91 6.80 5.49
H 1.47 6.30 6.18
H -0.50 7.47 5.16
H -0.62 6.09 4.20
H -0.50 7.70 3.54
H 3.55 3.25 5.91
H 3.30 4.53 6.80
C -2.28 -3.39 2.58
C -0.99 -3.18 3.40
C -1.18 -3.35 4.94
O 0.13 -3.45 5.52
C 0.07 -3.65 6.93
N -0.10 -4.22 3.08
H -2.12 -3.19 1.52
H -3.09 -2.71 2.86
H -2.62 -4.42 2.66
H -0.62 -2.18 3.17
H -1.73 -4.25 5.20
H -1.68 -2.46 5.33
H -0.59 -2.92 7.41
H 1.04 -3.45 7.39
H -0.14 -4.69 7.16
H -0.39 -5.08 3.53
H 0.77 -4.05 3.56
C 4.76 -3.94 2.77
C 4.56 -2.55 3.41
C 3.19 -2.27 4.03
O 2.82 -0.88 4.03
C 1.61 -0.66 4.80
N 5.59 -2.38 4.37
H 4.11 -3.99 1.90
H 4.65 -4.80 3.43
H 5.78 -4.03 2.39
H 4.65 -1.81 2.61
H 3.12 -2.72 5.02
H 2.41 -2.77 3.45
H 1.83 -0.76 5.86
H 0.78 -1.26 4.40
H 1.23 0.35 4.69
H 5.37 -1.51 4.83
H 6.50 -2.19 3.96
C 3.11 1.33 1.37
C 3.28 2.27 0.15
C 3.22 3.77 0.55
O 1.90 4.18 0.71
C 1.59 5.55 0.85
N 4.56 1.90 -0.40
H 2.15 1.50 1.86
H 3.82 1.46 2.18
H 3.12 0.31 0.98
H 2.50 2.07 -0.58
H 3.65 4.33 -0.28
H 3.76 4.01 1.47
H 2.09 5.96 1.73
H 0.53 5.60 1.11
H 1.85 6.19 0.01
H 4.63 2.24 -1.35
H 5.24 2.36 0.19
C -2.64 5.03 -5.42
C -3.05 6.23 -4.55
C -3.06 5.82 -3.07
O -1.75 5.51 -2.67
C -1.64 5.33 -1.26
N -2.05 7.33 -4.76
H -1.71 4.53 -5.15
H -2.52 5.36 -6.45
H -3.47 4.33 -5.33
H -4.07 6.55 -4.74
H -3.68 4.94 -2.94
H -3.44 6.63 -2.44
H -2.24 4.45 -1.00
H -1.89 6.21 -0.67
H -0.61 5.02 -1.07
H -2.37 8.18 -4.32
H -1.27 6.95 -4.23
C 1.29 -5.27 -1.46
C 1.13 -4.83 0.01
O -0.23 -4.78 0.32
H 0.77 -6.20 -1.68
H 2.34 -5.48 -1.65
H 0.98 -4.55 -2.21
H 1.48 -3.85 0.33
H 1.60 -5.52 0.72
H -0.33 -4.59 1.26
C -2.70 1.61 -6.23
C -1.77 0.85 -5.22
O -0.78 0.13 -5.94
H -3.05 0.93 -7.01
H -2.19 2.45 -6.68
H -3.66 1.98 -5.86
H -2.42 0.14 -4.71
H -1.40 1.57 -4.50
H -0.58 -0.54 -5.29
C 2.22 -0.63 -4.13
C 1.44 -1.90 -4.52
O 0.15 -1.73 -4.08
H 2.33 -0.51 -3.06
H 1.99 0.30 -4.66
H 3.25 -0.72 -4.48
H 1.80 -2.76 -3.94
H 1.55 -2.05 -5.59
H 0.11 -1.55 -3.14
C 0.33 -0.92 0.69
C -0.35 -0.12 -0.41
O -0.39 -0.89 -1.57
H 0.28 -0.27 1.56
H 1.36 -1.07 0.38
H -0.04 -1.90 1.01
H 0.21 0.81 -0.51
H -1.35 0.19 -0.11
H -0.90 -1.70 -1.48
C -3.12 1.83 -1.74
C -4.66 1.96 -1.91
O -5.05 1.85 -3.19
H -2.87 2.15 -0.73
H -2.75 2.58 -2.44
H -2.77 0.84 -2.03
H -4.98 2.86 -1.40
H -5.12 1.18 -1.32
H -5.95 1.52 -3.26
C -3.90 -0.92 0.65
C -5.16 -1.83 0.66
O -5.77 -1.73 1.94
H -3.56 -0.92 -0.38
H -3.08 -1.24 1.30
H -4.15 0.09 0.97
H -4.75 -2.84 0.64
H -5.88 -1.63 -0.14
H -5.99 -2.62 2.23
C 0.74 2.97 -3.37
C 1.41 4.33 -3.56
O 2.42 4.24 -4.51
H 1.21 2.21 -2.75
H 0.66 2.60 -4.40
H -0.30 3.14 -3.08
H 1.77 4.75 -2.62
H 0.69 5.01 -4.02
H 2.06 4.01 -5.37
C 5.10 1.99 -5.13
C 4.94 2.17 -3.61
O 4.67 3.46 -3.17
H 5.85 2.67 -5.53
H 4.15 2.18 -5.63
H 5.47 0.99 -5.34
H 5.81 1.79 -3.08
H 4.03 1.63 -3.34
H 3.84 3.70 -3.58
C -2.11 1.94 2.15
C -0.71 2.50 2.08
O -0.47 2.90 0.75
H -2.47 1.94 3.18
H -2.22 0.97 1.66
H -2.74 2.69 1.66
H -0.01 1.75 2.46
H -0.66 3.35 2.76
H 0.34 3.42 0.78
C -3.41 -7.43 1.16
C -3.59 -6.17 0.31
O -4.96 -5.85 0.49
H -3.76 -8.29 0.59
H -3.75 -7.29 2.18
H -2.34 -7.62 1.14
H -3.51 -6.34 -0.76
H -2.85 -5.43 0.60
H -5.48 -6.60 0.21
C -3.11 -2.84 -3.38
C -2.16 -3.78 -2.73
O -1.69 -3.24 -1.50
H -2.90 -1.78 -3.24
H -4.06 -3.01 -2.87
H -3.20 -3.05 -4.45
H -1.26 -4.10 -3.26
H -2.60 -4.76 -2.54
H -1.30 -3.88 -0.90
*
```

[4]
ORCA calculation (wB97M-V/def2-TZVPD) on a 5-piece molecular cluster, C26H32N3 overall in a non-equilibrium geometry.

**Kohn-Sham gap**: 6.30 eV
**Relative energy (zero: lowest compared OMol25 entry of this formula, charge and spin)**: 140.0 kJ/mol
**LUMO energy**: -4.28 eV

Geometry as ORCA input:
```
! wB97M-V def2-TZVPD RIJCOSX def2/J DEFGRID3
* xyz 1 1
C -0.82 -1.28 1.93
N -0.44 -1.21 0.48
C 0.53 -2.07 0.13
N 1.77 -1.67 -0.08
N 0.25 -3.41 0.03
H -0.10 -1.85 2.51
H -0.89 -0.29 2.36
H -1.77 -1.80 2.03
H -0.19 -0.27 0.21
H 1.90 -0.71 -0.40
H 2.31 -2.32 -0.64
H -0.27 -3.74 -0.76
H 0.46 -4.03 0.79
C 4.84 1.08 -1.79
C 4.78 -0.30 -1.65
C 4.56 -1.11 -2.75
C 4.41 -0.54 -4.01
C 4.48 0.84 -4.16
C 4.70 1.65 -3.05
H 5.02 1.71 -0.93
H 4.91 -0.74 -0.67
H 4.51 -2.18 -2.64
H 4.25 -1.17 -4.88
H 4.38 1.28 -5.14
H 4.75 2.73 -3.17
C -5.36 0.42 4.57
C -4.26 1.20 4.27
C -3.86 1.36 2.94
C -4.58 0.75 1.93
C -5.68 -0.04 2.23
C -6.07 -0.20 3.55
H -5.67 0.30 5.60
H -3.71 1.69 5.06
H -3.00 1.97 2.71
H -4.28 0.88 0.89
H -6.24 -0.51 1.44
H -6.94 -0.81 3.79
C 6.83 -3.07 -5.71
C 7.11 -4.12 -6.57
C 8.23 -4.08 -7.38
C 9.09 -2.99 -7.32
C 8.81 -1.94 -6.46
C 7.68 -1.97 -5.66
H 5.95 -3.10 -5.08
H 6.44 -4.98 -6.61
H 8.45 -4.90 -8.05
H 9.97 -2.96 -7.95
H 9.48 -1.09 -6.42
H 7.46 -1.15 -4.99
C -9.10 4.27 6.06
C -8.72 3.16 5.32
C -7.47 3.11 4.72
C -6.60 4.18 4.86
C -6.97 5.30 5.59
C -8.23 5.34 6.19
H -10.07 4.31 6.53
H -9.40 2.32 5.22
H -7.18 2.25 4.14
H -5.62 4.14 4.39
H -6.29 6.13 5.70
H -8.52 6.21 6.76
*
```